Record 1
ORCA calculation (wB97M-V/def2-TZVPD) on C18H42BeClN3O6 as an isolated structure in a non-equilibrium geometry.

Last column: Löwdin charge in e.
Element x y z (Å)
Be 9.95 -18.52 -5.07  1.1783
N 14.56 -22.10 -7.42  0.3230
H 14.49 -22.17 -6.41  0.1511
H 15.54 -21.83 -7.66  0.0792
H 14.08 -21.22 -7.65  0.0988
H 14.15 -22.84 -7.99  0.1553
Cl 11.92 -18.62 -7.79  0.6517
O 11.40 -17.77 -8.79  -0.2710
O 12.43 -17.88 -6.67  -0.3492
O 10.82 -19.53 -7.34  -0.3831
O 12.86 -19.55 -8.31  -0.3229
C 8.46 -14.11 -5.72  -0.0022
C 8.24 -15.45 -5.00  -0.4803
C 6.81 -15.48 -4.41  -0.1290
C 5.70 -15.78 -5.42  -0.1383
C 6.04 -17.16 -6.04  -0.1128
C 7.38 -17.12 -6.79  -0.4862
N 8.41 -16.61 -5.88  -0.0467
O 9.66 -16.60 -6.47  -0.0667
C 7.75 -18.57 -7.18  -0.0067
C 7.22 -16.31 -8.08  0.0191
C 9.15 -15.44 -3.76  -0.0229
H 8.23 -13.26 -5.06  0.1115
H 7.67 -13.84 -6.44  0.0881
H 9.38 -13.95 -6.28  0.0977
H 6.62 -16.09 -3.53  0.1324
H 6.65 -14.43 -4.14  0.1285
H 5.73 -14.99 -6.17  0.1044
H 4.72 -15.79 -4.95  0.1291
H 5.22 -17.58 -6.63  0.1361
H 6.12 -17.86 -5.20  0.1281
H 8.16 -19.07 -6.28  0.0422
H 6.86 -19.16 -7.38  0.1102
H 8.39 -18.63 -8.06  0.0937
H 6.54 -16.80 -8.77  0.1169
H 6.94 -15.28 -7.87  0.0785
H 8.16 -16.20 -8.63  0.0984
H 10.21 -15.30 -4.00  0.0935
H 9.01 -16.35 -3.16  0.0792
H 8.85 -14.62 -3.11  0.1077
H 9.79 -15.82 -7.04  0.1327
C 16.46 -22.00 -10.81  -0.0170
C 17.30 -20.81 -10.31  -0.5134
C 17.14 -19.60 -11.25  -0.1398
C 17.60 -18.21 -10.76  -0.1492
C 16.95 -18.04 -9.37  -0.1371
C 17.24 -19.12 -8.32  -0.4814
N 16.92 -20.44 -8.94  -0.0774
O 17.15 -21.47 -7.98  -0.0679
C 18.69 -18.93 -7.76  -0.0148
C 16.33 -18.89 -7.09  -0.0300
C 18.78 -21.23 -10.38  -0.0186
H 16.50 -21.99 -11.90  0.0943
H 15.43 -21.84 -10.48  0.0746
H 16.84 -22.95 -10.44  0.0798
H 17.60 -19.92 -12.18  0.1222
H 16.09 -19.37 -11.46  0.1225
H 17.13 -17.46 -11.40  0.1170
H 18.69 -18.17 -10.82  0.1143
H 15.88 -17.94 -9.56  0.1166
H 17.22 -17.03 -9.05  0.1284
H 18.85 -19.66 -6.97  0.0860
H 19.40 -19.06 -8.57  0.0664
H 18.73 -17.93 -7.32  0.0911
H 15.38 -18.57 -7.53  0.0609
H 16.12 -19.77 -6.48  0.0670
H 16.64 -18.09 -6.43  0.0916
H 18.88 -22.19 -9.88  0.0844
H 19.36 -20.51 -9.79  0.0678
H 19.27 -21.20 -11.35  0.1033
H 18.11 -21.58 -8.01  0.1114

Output
2S+1 = 1
Frontier orbital gap = 2.6 eV
Total charge = +2
Energy above the lowest of the compared OMol25 structures with the same formula, charge and spin = 0.0 kJ/mol
HOMO = -13.2 eV


Record 2
ORCA calculation (wB97M-V/def2-TZVPD) on a 2-piece molecular cluster, C3H7O3 overall in a non-equilibrium geometry.

Last column: Löwdin charge in e.
Element x y z (Å)
O -1.34 0.53 -2.18  0.1355
C -0.85 0.32 -1.10  -0.5615
O -1.29 -0.23 -0.05  0.1758
C 0.51 1.09 -0.74  -0.1021
C 1.38 0.53 0.37  -0.0900
H 0.11 2.10 -0.59  0.1309
H 1.04 1.17 -1.69  0.1248
H 1.54 -0.54 0.33  0.0850
H 0.94 0.78 1.34  0.0843
H 2.28 1.13 0.39  0.0797
H -1.40 -1.48 1.19  -0.0219
H -1.51 -3.06 1.07  0.0194
O -1.43 -2.33 1.66  -0.0601

Output
2S+1 = 2
Frontier orbital gap (alpha / beta) = 11.7 / 7.1 eV
Expectation value of S² = 0.7557
Energy above the lowest of the compared OMol25 structures with the same formula, charge and spin = 58.1 kJ/mol
HOMO (alpha / beta) = -11.0 / -10.8 eV


Record 3
ORCA calculation (wB97M-V/def2-TZVPD) on C4H5MnO3 as an isolated structure in a non-equilibrium geometry.

Last column: Löwdin charge in e.
Element x y z (Å)
O -0.39 -1.11 0.52  -0.1406
C -1.67 -1.09 0.47  -0.1783
C -2.32 -0.25 -0.60  -0.3994
O -1.56 0.82 -1.00  -0.3802
Mn 0.25 0.59 -0.49  0.8478
H -2.18 -2.04 0.72  0.1077
H -3.30 0.06 -0.16  0.1010
H -2.59 -0.94 -1.43  0.1194
O 2.04 0.88 0.31  -0.3679
C 2.48 -0.19 -0.37  -0.5503
C 1.60 -1.08 -0.89  -0.1854
H 3.57 -0.39 -0.28  0.0616
H 1.97 -2.09 -1.11  -0.0352

Output
2S+1 = 6
Frontier orbital gap (alpha / beta) = 5.7 / 6.0 eV
Total charge = -1
Expectation value of S² = 8.7623
HOMO (alpha / beta) = -2.0 / -2.3 eV


Record 4
ORCA calculation (wB97M-V/def2-TZVPD) on C52H54BClIrN10O3 as an isolated structure in a non-equilibrium geometry.

Last column: Löwdin charge in e.
Element x y z (Å)
Ir 0.07 -1.60 -0.48  1.5070
C 2.78 -2.97 -5.06  0.0003
C 2.61 -2.20 -3.79  -0.2405
C 3.31 -1.11 -3.32  0.0545
C 2.78 -0.82 -2.06  -0.2256
N 1.76 -1.66 -1.81  -0.0189
N 1.69 -2.51 -2.86  0.0399
B 0.85 -3.76 -2.63  -0.5216
N -0.63 -3.45 -2.68  0.0441
N -1.18 -2.86 -1.60  -0.0393
C -2.50 -3.00 -1.68  -0.2236
C -2.81 -3.63 -2.90  0.0523
C -1.59 -3.91 -3.49  -0.2400
C -1.31 -4.60 -4.79  -0.0011
C -3.45 -2.72 -0.57  -0.1723
C -3.04 -2.89 0.75  -0.0392
C -3.96 -2.75 1.79  -0.0538
C -5.28 -2.44 1.51  -0.0682
C -5.69 -2.28 0.19  -0.0692
C -4.78 -2.42 -0.85  -0.0395
N 1.13 -4.23 -1.19  0.0483
N 0.93 -3.43 -0.09  -0.0573
C 1.30 -4.14 0.99  -0.1868
C 1.71 -5.41 0.57  0.0382
C 1.61 -5.42 -0.80  -0.2487
C 1.91 -6.53 -1.76  -0.0066
C 1.29 -3.69 2.41  -0.1601
C 1.05 -4.64 3.40  -0.0296
C 1.07 -4.28 4.74  -0.0691
C 1.31 -2.96 5.10  -0.0743
C 1.56 -2.01 4.12  -0.0600
C 1.57 -2.39 2.78  -0.0538
C 3.39 0.09 -1.06  -0.1919
C 3.96 1.30 -1.45  -0.0380
C 4.62 2.09 -0.52  -0.0700
C 4.73 1.68 0.81  -0.0942
C 4.16 0.47 1.20  -0.0628
C 3.49 -0.31 0.27  -0.0509
H 3.57 -2.52 -5.65  0.0871
H 1.86 -2.96 -5.66  0.0842
H 3.04 -4.01 -4.87  0.0860
H 4.16 -0.63 -3.78  0.1245
H 1.13 -4.61 -3.43  0.1247
H -3.79 -3.92 -3.24  0.1227
H -2.25 -4.81 -5.30  0.0874
H -0.78 -5.53 -4.65  0.0855
H -0.71 -3.97 -5.45  0.0838
H -2.01 -3.15 0.97  0.1052
H -3.63 -2.89 2.81  0.1177
H -6.00 -2.34 2.32  0.1088
H -6.73 -2.04 -0.03  0.1084
H -5.11 -2.29 -1.87  0.1169
H 2.11 -6.20 1.19  0.1230
H 2.22 -7.41 -1.19  0.0872
H 2.72 -6.27 -2.44  0.0880
H 1.04 -6.79 -2.35  0.0856
H 0.83 -5.67 3.13  0.1131
H 0.89 -5.02 5.50  0.1073
H 1.31 -2.67 6.14  0.1073
H 1.73 -0.98 4.39  0.1079
H 1.82 -1.66 2.03  0.0620
H 3.87 1.63 -2.48  0.1237
H 5.06 3.04 -0.83  0.1144
H 5.26 2.29 1.53  0.1116
H 4.25 0.13 2.23  0.1149
H 3.07 -1.27 0.57  0.0964
O -1.78 0.23 2.67  0.1100
C -1.50 -0.28 1.61  -0.5756
O -0.50 -1.10 1.39  -0.2076
C -2.24 0.06 0.37  -0.2038
C -3.45 0.73 0.35  0.0297
C -4.03 1.02 -0.87  -0.0149
C -3.35 0.66 -2.03  -0.0191
C -2.16 -0.01 -1.94  -0.1041
N -1.62 -0.32 -0.74  -0.0310
H -3.91 0.99 1.30  0.1393
H -4.98 1.52 -0.92  0.1258
H -3.76 0.89 -3.01  0.1215
H -1.60 -0.33 -2.81  0.1248
C 1.92 6.23 2.25  -0.0308
C 1.52 4.94 2.95  -0.5199
C 2.76 4.34 3.65  -0.0400
C 0.49 5.25 4.05  -0.0339
C 0.91 3.91 1.94  -0.4246
O 0.52 2.71 2.62  -0.0140
C -0.27 4.51 1.13  -0.0887
C -1.43 3.54 0.85  -0.1281
C -2.37 4.14 -0.17  -0.2357
C -2.01 4.16 -1.52  -0.0409
C -2.85 4.70 -2.48  -0.0999
C -4.07 5.22 -2.09  -0.6722
Cl -5.15 5.87 -3.29  0.6679
C -4.45 5.23 -0.76  -0.0991
C -3.59 4.69 0.19  -0.0309
C 1.98 3.43 0.97  -0.0391
N 1.46 2.34 0.14  -0.0410
C 1.13 1.12 0.53  -0.1251
N 0.73 0.43 -0.52  -0.0637
C 0.84 1.30 -1.57  -0.1865
N 1.28 2.47 -1.20  0.1671
H 2.33 6.94 2.98  0.0953
H 1.08 6.73 1.75  0.0870
H 2.70 6.06 1.50  0.0856
H 2.99 4.91 4.55  0.0926
H 3.64 4.38 3.01  0.0809
H 2.58 3.30 3.94  0.0905
H 0.89 6.03 4.70  0.0945
H 0.28 4.38 4.68  0.0911
H -0.46 5.62 3.65  0.0852
H -0.21 2.89 3.24  0.1044
H 0.11 4.86 0.17  0.1233
H -0.67 5.39 1.63  0.1110
H -1.98 3.32 1.77  0.1223
H -1.04 2.59 0.49  0.0956
H -1.05 3.75 -1.82  0.1016
H -2.57 4.71 -3.52  0.1071
H -5.40 5.65 -0.47  0.1085
H -3.89 4.69 1.24  0.1190
H 2.85 3.06 1.50  0.0986
H 2.27 4.22 0.29  0.1399
H 1.16 0.77 1.55  0.1507
H 0.61 1.05 -2.59  0.1360

Output
2S+1 = 1
Frontier orbital gap = 8.0 eV
Total charge = +1
Energy above the lowest of the compared OMol25 structures with the same formula, charge and spin = 300.3 kJ/mol
HOMO = -10.5 eV